Formula: C3H10N2O
Source: the OMol25 dataset
Level of theory: ωB97M-V/def2-TZVPD

Max |F| (eV/A): 4.32
Calculated total energy (eV): -8296.20072
Energy relative to the best compared isomer or geometry (same formula, charge and spin) (eV): 5.303
SMILES: CCN(C)ON
HOMO-LUMO gap (eV): 9.916
HOMO level (Eh): -0.3218

```
! wB97M-V def2-TZVPD RIJCOSX def2/J DEFGRID3
* xyz 0 1
C 0.1086 -0.0292 -1.8658
C 0.6199 1.0593 1.6026
C -0.1715 0.8552 -0.7272
N -0.5280 -2.0108 0.5221
N 0.2087 0.2205 0.5008
O -0.9743 -0.7231 0.8994
H -0.1074 -1.0976 -1.7108
H -0.2412 0.3155 -2.7882
H 1.2314 -0.0874 -2.0907
H 0.2193 0.5894 2.5573
H 1.7226 1.1270 1.3947
H 0.1282 2.0191 1.4338
H 0.1582 1.8145 -0.9595
H -1.2809 0.8561 -0.6697
H 0.2595 -2.2168 1.0947
H -1.3531 -2.6917 0.8065
*
```